The following is a DFT calculation (ωB97M-V with the def2-TZVPD basis set) of a single C2HF5O molecule.

Values from the calculation:
Multiplicity: 3
⟨S²⟩: 2.006
LUMO level (spin up / spin down) in eV: 0.779 / -5.438
Highest occupied orbital energy (spin up / spin down) in eV: -5.589 / -13.185

Cartesian coordinates (Å):
C: 0.860 0.035 -1.160
C: -0.791 -0.052 0.915
O: -0.532 0.375 -0.231
F: 0.726 -1.145 -1.528
F: -1.821 -0.977 0.694
F: 0.193 -0.161 1.898
F: -1.429 0.773 1.662
F: 1.919 0.156 -0.348
H: 0.876 0.995 -1.902

Forces on the atoms, in the same order (eV/Å):
C 6.94 5.89 -5.17
C -2.88 -0.32 5.92
O -4.49 1.67 0.97
F -0.66 -4.35 -1.87
F 2.41 -1.15 -0.32
F 2.09 -3.36 -2.48
F -4.11 4.47 1.21
F 0.60 -0.05 0.85
H 0.10 -2.78 0.90

Atomic partial charges in e from the Löwdin method, atoms 1 to 4: C -0.4997; C -0.7297; O 0.3318; F 0.1743